[1]
Here is a structure of composition C24H35CoF9N2O3S2Si from OMol25. Energies are from ωB97M-V/def2-TZVPD.

Geometry (Å):
1 Co -1.75478 0.93355 1.31074
2 O -1.29183 0.96743 5.33413
3 C -0.89300 0.92898 4.18318
4 O -1.69638 0.77926 3.17582
5 C 0.59863 1.05311 3.92090
6 C 1.39260 1.04692 5.07207
7 C 2.76573 1.18526 5.02804
8 C 3.37957 1.35806 3.79307
9 C 2.61439 1.36983 2.64429
10 C 1.21778 1.19963 2.66838
11 S 0.47646 1.19596 1.05872
12 H 0.87365 0.93559 6.01419
13 H 3.34855 1.17276 5.94117
14 H 4.45410 1.48851 3.72337
15 H 3.09233 1.52319 1.68477
16 F -3.09212 -3.58239 2.20691
17 C -2.69287 -2.30478 2.09289
18 F -1.37033 -2.28066 2.24353
19 F -3.23481 -1.62679 3.10344
20 C -3.09173 -1.67176 0.71018
21 O -2.29504 -0.64246 0.36071
22 C -4.58259 -1.21367 0.77723
23 F -5.08087 -1.02034 -0.44718
24 F -5.38028 -2.09031 1.40004
25 F -4.67197 -0.04966 1.42854
26 C -2.95397 -2.77600 -0.38867
27 F -1.75731 -3.38993 -0.26965
28 F -2.99358 -2.25115 -1.60516
29 F -3.89731 -3.72122 -0.32205
30 C -3.72704 2.19767 -1.85192
31 Si -2.73755 3.36014 -0.78252
32 C -1.02932 3.72897 -1.44590
33 C -3.65827 4.99811 -0.76749
34 C -2.64044 2.73481 0.96843
35 H -3.47871 2.31892 -2.90964
36 H -4.79954 2.37900 -1.72414
37 H -3.51934 1.15732 -1.58799
38 H -0.99743 3.56797 -2.52566
39 H -0.28293 3.07241 -0.99265
40 H -0.75484 4.76661 -1.22996
41 H -3.74614 5.38236 -1.78968
42 H -3.13679 5.74667 -0.16425
43 H -4.66838 4.88036 -0.36223
44 H -3.62127 2.54461 1.42280
45 H -2.08118 3.41587 1.61606
46 C 5.34677 -0.89019 -0.49446
47 C 5.07597 0.56771 -0.86582
48 C 3.59879 0.86899 -1.09939
49 C 3.03119 0.16130 -2.32287
50 N 1.62979 0.46535 -2.57109
51 C 0.48408 -0.16745 -2.22369
52 S -1.00448 0.42794 -2.76995
53 N 0.44868 -1.22689 -1.39216
54 C 1.46421 -2.06435 -0.77752
55 C 1.94100 -3.22680 -1.64544
56 C 0.87184 -4.28641 -1.93342
57 C -0.08097 -3.92482 -3.07446
58 H 6.39800 -1.04603 -0.24539
59 H 5.10111 -1.57547 -1.30952
60 H 4.75284 -1.18125 0.37604
61 H 5.65113 0.83494 -1.75928
62 H 5.44028 1.21154 -0.06146
63 H 3.44788 1.94489 -1.22611
64 H 3.01291 0.58844 -0.22114
65 H 3.16454 -0.91217 -2.25538
66 H 3.58750 0.47921 -3.20957
67 H 1.42830 1.29761 -3.10008
68 H -0.50787 -1.44818 -1.15829
69 H 0.99868 -2.46706 0.12449
70 H 2.30209 -1.46490 -0.43656
71 H 2.79032 -3.68750 -1.13099
72 H 2.31632 -2.84199 -2.60038
73 H 0.29938 -4.47260 -1.01897
74 H 1.37302 -5.22641 -2.18000
75 H -0.73922 -3.09112 -2.82904
76 H -0.71038 -4.77792 -3.33795
77 H 0.48248 -3.63708 -3.96698

<S²>: 6.01
Spin multiplicity: 5
LUMO level (spin up / spin down), Eh: 0.091 / 0.060
HOMO-LUMO gap (spin up / spin down), hartree: 0.278 / 0.252
Energy relative to the best compared isomer or geometry (same formula, charge and spin), kJ/mol: 0.0
Total charge: -1

[2]
Here is a cluster of 2 separate species, C2H4ClNO2 in total at a distorted geometry from OMol25. Energies are from ωB97M-V/def2-TZVPD.

Geometry (Å):
1 C 0.20105 -1.84377 -0.43424
2 C 1.19028 -1.35217 0.14639
3 O 2.06308 -0.92536 0.78289
4 H -0.43783 -2.39491 0.17962
5 H -0.15603 -1.51331 -1.43843
6 O -2.00694 0.59750 1.02147
7 N -2.37053 -0.50440 0.33317
8 Cl -3.53587 -0.06724 -1.06427
9 H -1.72719 1.20565 0.39069
10 H -2.99978 -1.02209 0.86357

LUMO level, Eh: 0.003
HOMO-LUMO gap, hartree: 0.341
Energy relative to the best compared isomer or geometry (same formula, charge and spin), kJ/mol: 403.7
Total charge: 0

[3]
Here is the ion C8H17N2 with charge +1 at a distorted geometry from OMol25. Energies are from ωB97M-V/def2-TZVPD.

Geometry (Å):
1 C -2.10327 0.18562 -1.52928
2 C -1.18928 0.26819 -0.61242
3 N -1.10137 1.34486 0.39152
4 C -1.82756 0.78435 1.54066
5 C 0.35558 1.44288 0.67644
6 N 0.74773 0.11286 0.76444
7 C 2.22840 -0.06295 0.90227
8 C 0.29311 -0.59416 -0.47082
9 C 1.06228 -0.37270 -1.72510
10 C 0.00011 -2.02674 -0.23242
11 H -2.91820 0.76800 -1.61225
12 H -2.22970 -0.63958 -2.24378
13 H -1.47462 2.31903 0.12209
14 H -1.72045 -0.28907 1.42509
15 H -1.24512 1.12491 2.48239
16 H -2.76323 1.16943 1.36348
17 H 0.58052 1.92081 1.56661
18 H 0.77842 2.25436 -0.01167
19 H 2.32788 0.06456 2.02639
20 H 2.65757 -1.07113 0.67901
21 H 2.78626 0.75341 0.19117
22 H 0.50329 -0.49514 -2.70127
23 H 1.85664 -1.12264 -1.93590
24 H 1.36927 0.59297 -1.82319
25 H 0.94950 -2.72111 -0.20690
26 H -0.41401 -2.44487 -1.15210
27 H -0.43886 -2.31792 0.76787

LUMO level, Eh: -0.114
HOMO-LUMO gap, hartree: 0.381
Energy relative to the best compared isomer or geometry (same formula, charge and spin), kJ/mol: 390.4
Total charge: +1

[4]
Here is a structure of composition C4H11N2S at a distorted geometry from OMol25. Energies are from ωB97M-V/def2-TZVPD.

Geometry (Å):
1 C -0.45331 -0.86159 0.65602
2 C -2.24431 -0.15872 -0.91247
3 C -1.67242 -1.22193 0.01468
4 C 1.50346 0.42922 0.57070
5 N 0.29486 0.00706 0.13192
6 N 1.80151 1.86005 -0.06511
7 S 2.87703 -0.66105 0.07129
8 H -0.17596 -1.38990 1.55269
9 H -3.21438 -0.57836 -1.09653
10 H -2.17383 0.86836 -0.40270
11 H -1.61397 0.03941 -1.78186
12 H -1.43459 -2.29887 -0.43539
13 H -2.42846 -1.47126 0.70292
14 H 1.60300 0.66541 1.93388
15 H 2.78671 2.07185 -0.07438
16 H 1.29534 2.61370 0.35369
17 H 1.28654 1.66222 -1.04114
18 H 1.96279 -1.57561 -0.17820

LUMO level, Eh: -0.130
HOMO-LUMO gap, hartree: 0.380
Energy relative to the best compared isomer or geometry (same formula, charge and spin), kJ/mol: 253.3
Total charge: +1

[5]
Here is a cluster of 2 separate species, C6H15NO in total at a distorted geometry from OMol25. Energies are from ωB97M-V/def2-TZVPD.

Geometry (Å):
1 C 1.88899 1.37730 -2.09449
2 C 0.82723 0.83730 -1.09659
3 C 0.59093 -0.69835 -1.03802
4 C -0.16918 -1.15274 0.18338
5 C -1.49141 -0.97334 0.24540
6 N -2.17082 -1.11898 1.46882
7 C 0.72701 -1.42763 1.46193
8 H 2.68898 0.53745 -2.45974
9 H 1.45632 1.74041 -2.90282
10 H 2.41641 2.18164 -1.62776
11 H -0.10803 1.33442 -1.29199
12 H 1.24184 1.24875 -0.05177
13 H 0.02897 -1.09189 -2.01829
14 H 1.53443 -1.24795 -1.26460
15 H -1.90691 -0.72206 -0.75046
16 H -1.60189 -1.37469 2.19538
17 H -2.85440 -0.47190 1.69216
18 H 0.34230 -2.29877 2.17022
19 H 0.74884 -0.47188 2.03527
20 H 1.72294 -1.69035 1.30612
21 H -2.46202 2.39392 1.23870
22 H -1.25748 1.61514 1.32926
23 O -2.19307 1.47422 1.26989

<S²>: 0.75
Spin multiplicity: 2
LUMO level (spin up / spin down), Eh: 0.138 / 0.135
HOMO-LUMO gap (spin up / spin down), hartree: 0.104 / 0.294
Energy relative to the best compared isomer or geometry (same formula, charge and spin), kJ/mol: 205.6
Total charge: -1